# C43H37Br2CrN3OP2S2Te

C43H37Br2CrN3OP2S2Te as an isolated structure (ωB97M-V/def2-TZVPD, the OMol25 dataset).

## Properties
LUMO (spin up / spin down) = -2.9004 / -3.0885 eV
Net charge = +1
Gap between HOMO and LUMO (spin up / spin down) = 6.4989 / 6.3127 eV
Spin multiplicity = 4
⟨S²⟩ = 3.80
Energy above the lowest of the compared OMol25 structures with the same formula, charge and spin = 0.00 kJ/mol

```
92
Properties=species:S:1:pos:R:3:forces:R:3:lowdin_charge:R:1
C -2.40990 0.92653 2.17521 -0.058 -0.032 0.050 -0.094
C 0.50822 3.25058 1.06738 0.080 -0.178 -0.188 -0.319
H 4.37811 -1.54705 -5.16073 0.003 -0.008 -0.003 0.101
H 1.37409 5.93371 2.99486 0.023 0.011 0.019 0.114
Te 0.26652 2.94519 -2.74102 -0.159 -0.196 -0.182 1.171
C -1.29060 4.81034 1.20767 0.039 0.052 0.027 -0.071
H -0.53914 5.31103 -1.74287 0.003 0.029 -0.004 -0.013
C -0.55369 1.31576 3.65845 0.034 0.049 0.027 -0.079
H -0.78181 2.93054 5.04068 0.000 0.002 0.007 0.115
C 1.27396 4.09041 1.87835 -0.053 0.170 0.088 -0.464
C 2.41407 2.07634 1.15455 0.173 -0.328 -0.055 -1.085
C 4.03703 -2.78202 -3.46794 -0.126 0.078 0.209 -0.628
C -2.59420 -0.30053 -1.35091 -0.086 -0.066 -0.175 -0.332
C 1.84335 -1.67423 3.42657 0.099 -0.024 -0.058 -0.107
H -3.05886 3.50519 4.26900 -0.013 0.012 0.008 0.113
H -5.34769 -1.47416 -2.94566 -0.016 -0.006 -0.004 0.113
C 3.43369 -2.88196 -2.18373 0.129 -0.116 -0.230 -0.174
C 3.20348 -0.51746 -3.68158 0.282 -0.314 -0.263 -0.594
C -3.43296 -1.18202 -2.03712 -0.055 -0.021 -0.026 -0.078
C -0.26461 -1.71399 -3.31292 0.042 -0.008 -0.057 -0.083
H 3.37052 -2.38480 4.74721 0.018 -0.003 0.011 0.114
H -0.31480 -0.66139 -3.57513 -0.017 0.009 0.048 0.118
H 0.00266 -5.45740 -2.40106 -0.002 -0.016 0.016 0.112
Cr 1.27237 0.13210 -0.13018 0.233 0.166 -0.125 0.383
C 1.43525 -3.12202 5.30219 -0.061 -0.012 0.000 -0.058
C -5.14465 0.50060 -2.12763 -0.019 -0.013 -0.006 -0.057
C -0.40135 -2.38453 3.94217 0.011 -0.002 0.043 -0.076
C 2.82165 -4.01483 -0.15461 -0.082 0.106 0.013 -0.013
H -0.93797 6.56742 2.39793 -0.010 0.012 -0.003 0.110
C -3.04159 0.98834 -1.07788 -0.009 0.066 -0.062 -0.111
H -1.82985 -3.38470 1.49039 0.009 0.014 0.027 0.083
H -2.39240 1.68523 -0.57191 0.021 -0.039 -0.035 0.059
Br 3.05873 1.00254 -4.76603 -0.050 0.131 -0.007 0.826
S 3.39010 0.69370 0.82486 -0.243 0.079 0.100 0.704
P -0.95938 -0.85052 -0.82372 0.342 0.042 0.147 0.999
H -2.81183 -1.97594 1.94925 -0.008 0.007 0.003 0.079
C -1.13453 0.59255 2.61696 -0.067 0.026 -0.012 -0.333
C 2.13481 3.68482 -2.07215 0.077 0.017 0.063 -0.428
C 2.31417 -2.39573 4.51630 0.030 0.025 -0.028 -0.057
H -0.69757 -3.82614 -0.68905 0.007 0.004 0.008 0.099
C -2.52247 2.68777 3.80689 0.033 -0.042 -0.010 -0.065
H -2.29335 5.11316 0.93768 -0.025 0.000 -0.002 0.113
H -3.09013 -2.17682 -2.29548 0.005 0.026 0.026 0.108
C -0.47375 -3.48989 -1.69430 0.024 -0.022 0.017 -0.089
H -1.64260 4.79992 -3.03646 -0.019 0.009 -0.022 -0.007
O 1.85774 0.41279 -1.94862 0.011 0.028 0.266 -0.337
C 2.10797 -2.86987 0.22728 0.076 -0.225 0.068 -0.108
C -2.22106 -2.42540 1.14978 -0.009 0.000 -0.036 -0.114
H -1.34922 3.00747 0.04193 -0.020 -0.002 0.009 0.058
H 0.37823 -2.29700 -5.26703 0.003 -0.008 -0.008 0.118
C 2.72658 -1.76487 -1.71177 -0.165 0.028 0.134 -0.147
H -2.88760 -2.60548 0.30656 0.021 0.016 -0.008 0.080
P -0.12261 -0.63995 1.77384 0.269 -0.022 -0.089 0.966
C -0.52221 5.63909 2.03127 -0.047 -0.026 -0.008 -0.071
C -0.56602 -2.14175 -2.01993 -0.073 -0.085 0.036 -0.371
C 0.07392 -3.11691 5.01522 0.063 0.018 -0.011 -0.059
C -3.10710 1.96358 2.78012 0.019 0.012 0.009 -0.064
C 2.59456 -0.55462 -2.45253 -0.148 -0.030 0.034 -0.412
H 2.53636 -1.10876 2.81207 -0.028 0.007 0.004 0.061
H 0.55976 -4.69648 -4.68214 -0.003 0.000 -0.010 0.113
H -0.61733 -3.66849 5.63765 0.005 -0.007 0.016 0.112
C 3.92131 -1.62922 -4.18441 -0.087 0.164 0.063 -0.150
H 1.80525 -3.68496 6.14813 0.008 -0.011 0.015 0.113
N -1.13150 -1.53390 0.73425 -0.193 -0.060 0.016 -0.470
C -0.59860 4.88554 -2.74284 -0.080 0.064 0.039 -0.458
H 1.56355 -2.86636 1.16157 0.005 0.062 -0.025 0.094
N 2.06739 -1.78550 -0.51222 -0.136 0.391 -0.112 0.003
H -6.13413 0.81356 -2.43292 -0.007 0.006 -0.003 0.113
H 0.44275 1.07158 4.01195 0.003 -0.031 -0.021 0.117
H 1.96287 4.32979 -1.21112 0.029 0.001 0.020 0.004
H -4.10346 2.21152 2.43849 -0.020 -0.008 -0.005 0.113
C 0.48490 -1.67565 3.12476 -0.274 -0.027 0.095 -0.357
C -0.78557 3.62221 0.72012 0.070 0.040 0.022 -0.057
H 2.83132 -4.87308 0.50100 0.010 -0.017 0.000 0.118
C 3.47697 -4.01979 -1.35335 0.031 -0.049 -0.038 0.000
C -4.70587 -0.78434 -2.41531 0.031 0.035 0.021 -0.056
H -2.87067 0.38857 1.35687 0.016 -0.062 0.079 0.081
Br 4.99086 -4.23904 -4.18896 0.027 -0.050 -0.024 0.811
C -0.07248 -4.40848 -2.65445 0.015 0.033 -0.036 -0.063
H -0.07660 5.51664 -3.45610 -0.009 0.039 -0.002 0.000
H 4.02568 -4.89203 -1.68217 0.005 0.001 0.001 0.090
S 2.85775 3.42019 2.12877 0.051 0.074 0.062 1.094
N 1.19440 2.09778 0.66323 -0.021 0.007 0.068 -0.094
H 2.60871 4.24491 -2.87335 0.027 0.015 0.017 0.009
H -4.64262 2.39673 -1.25341 -0.014 0.011 -0.001 0.113
C 0.76967 5.29008 2.37150 -0.008 -0.069 -0.063 -0.074
C -4.31092 1.38850 -1.46261 0.013 0.003 0.010 -0.055
H 2.75613 2.83730 -1.79389 0.000 -0.012 -0.017 -0.015
H -1.46774 -2.35069 3.76310 -0.005 0.022 -0.027 0.099
C 0.23643 -3.98019 -3.93847 -0.004 -0.012 0.014 -0.058
C -1.24274 2.36436 4.24232 -0.021 0.028 0.018 -0.057
C 0.13387 -2.63501 -4.26864 0.024 0.014 0.007 -0.051
```
Forces are in eV/Å.